Record 1
Below is a cluster of 6 separate species, C36H30N6O12 in total, with properties calculated with ωB97M-V with the def2-TZVPD basis set.

Properties
Charge ... 0
Maximum force ... 3.6 eV Å⁻¹
Gap between HOMO and LUMO ... 0.3207 hartree
Structure (SMILES) ... O=[N+]([O-])c1ccccc1.O=[N+]([O-])c1ccccc1.O=[N+]([O-])c1ccccc1.O=[N+]([O-])c1ccccc1.O=[N+]([O-])c1ccccc1.O=[N+]([O-])c1ccccc1
ΔE to the lowest compared entry with this formula, charge and spin ... 2.399 eV
DFT total energy ... -2620.60852 Ha
HOMO energy ... -9.719 eV
Molar mass ... 738.67 g/mol

Each line ends with the Mulliken charge.
Cartesian coordinates (Å):
O  28.290  29.973  22.785  -0.410
N  29.110  30.339  21.934  1.020
O  30.302  30.309  22.141  -0.623
C  28.657  30.720  20.563  -0.447
C  27.297  30.801  20.293  0.579
C  26.893  31.306  19.093  -0.514
C  27.797  31.733  18.115  -0.516
C  29.123  31.571  18.306  -0.466
C  29.587  31.101  19.538  -0.407
H  26.558  30.468  21.007  0.167
H  25.843  31.504  18.934  0.398
H  27.324  32.131  17.230  0.374
H  29.819  31.830  17.521  0.386
H  30.644  31.110  19.759  0.461
O  26.713  25.428  24.967  -0.595
N  27.697  25.154  25.663  1.026
O  27.735  24.196  26.342  -0.593
C  28.907  25.995  25.540  -0.070
C  28.959  27.267  24.876  -0.006
C  30.196  27.955  24.784  -0.469
C  31.321  27.442  25.430  -0.639
C  31.288  26.207  25.916  -0.356
C  30.098  25.430  25.989  -0.424
H  28.068  27.678  24.424  0.557
H  30.265  28.898  24.263  0.388
H  32.202  28.063  25.362  0.395
H  32.143  25.719  26.358  0.339
H  30.257  24.456  26.427  0.421
O  25.826  31.510  22.957  -0.524
N  24.621  31.244  22.746  1.089
O  23.903  31.774  21.899  -0.645
C  24.091  30.006  23.405  -0.631
C  24.982  29.214  24.188  0.715
C  24.473  28.052  24.769  -0.786
C  23.090  27.759  24.713  -0.707
C  22.250  28.528  23.958  -0.734
C  22.743  29.628  23.303  -0.497
H  25.954  29.526  24.540  0.569
H  25.118  27.470  25.410  0.368
H  22.783  26.863  25.232  0.500
H  21.178  28.392  23.957  0.693
H  22.048  30.208  22.716  0.597
O  28.283  33.043  25.144  -0.555
N  27.253  33.518  25.676  1.041
O  26.908  34.727  25.563  -0.584
C  26.297  32.593  26.313  0.013
C  25.058  32.987  26.699  -0.462
C  24.205  32.175  27.457  -0.562
C  24.523  30.819  27.651  -0.232
C  25.806  30.403  27.283  -0.535
C  26.735  31.293  26.637  -0.289
H  24.669  33.981  26.532  0.473
H  23.267  32.575  27.811  0.393
H  23.777  30.174  28.091  0.405
H  25.979  29.340  27.359  0.455
H  27.683  30.839  26.388  0.471
O  25.872  23.845  17.940  -0.531
N  24.784  24.342  18.212  0.857
O  23.734  24.218  17.637  -0.544
C  24.889  25.354  19.288  0.206
C  24.196  26.534  19.122  -0.449
C  24.276  27.564  20.067  -0.703
C  24.914  27.347  21.294  0.059
C  25.582  26.148  21.519  -0.585
C  25.603  25.164  20.538  -0.519
H  23.653  26.739  18.211  0.360
H  23.717  28.481  19.952  0.473
H  24.900  28.126  22.042  0.445
H  25.964  25.988  22.516  0.556
H  25.936  24.179  20.831  0.384
O  21.074  26.814  27.476  -0.602
N  20.886  27.560  28.389  0.973
O  20.729  27.245  29.512  -0.582
C  20.542  28.952  28.059  -0.491
C  20.264  29.330  26.753  0.114
C  19.908  30.616  26.461  -0.396
C  19.936  31.662  27.472  -0.449
C  20.379  31.335  28.720  -0.545
C  20.648  29.964  29.004  -0.116
H  20.217  28.645  25.920  0.489
H  19.776  30.751  25.398  0.361
H  19.932  32.720  27.258  0.387
H  20.649  32.050  29.483  0.433
H  21.117  29.777  29.958  0.400

Record 2
Below is a structure of composition C36H31N9O4S3Zr, with properties calculated with ωB97M-V with the def2-TZVPD basis set.

Properties
Charge ... +2
Maximum force ... 0.1 eV Å⁻¹
Gap between HOMO and LUMO ... 0.2839 hartree
ΔE to the lowest compared entry with this formula, charge and spin ... 0.000 eV
DFT total energy ... -3425.71278 Ha
HOMO energy ... -13.295 eV
Molar mass ... 841.13 g/mol

Each line ends with the Mulliken charge.
Cartesian coordinates (Å):
Zr  0.861  -0.066  -0.852  0.213
N  -0.632  0.038  2.460  0.379
C  0.685  -0.134  2.444  -0.146
N  1.355  -0.491  1.345  1.330
C  2.712  -0.689  1.639  -0.348
C  3.073  -0.398  2.899  -0.355
S  1.692  0.071  3.831  -0.167
C  3.510  -1.228  0.547  -1.118
C  4.744  -1.765  0.580  -0.370
S  5.155  -2.400  -0.969  -0.175
C  3.614  -1.914  -1.577  -0.056
N  2.864  -1.290  -0.685  1.201
N  3.233  -2.195  -2.835  -0.143
H  -1.200  -0.505  1.781  -0.070
H  -1.084  0.372  3.295  0.333
H  4.052  -0.444  3.344  0.543
H  5.414  -1.863  1.417  0.509
H  3.928  -2.498  -3.498  0.313
H  2.449  -1.685  -3.215  -0.069
O  2.972  0.628  -4.319  -0.604
C  2.514  0.776  -3.223  0.295
O  1.434  0.135  -2.773  -0.500
C  3.132  1.671  -2.183  0.762
C  4.226  2.469  -2.532  -1.181
C  4.770  3.269  -1.570  -0.798
C  4.192  3.305  -0.285  0.918
C  4.687  4.159  0.732  -0.806
C  4.072  4.216  1.946  -0.970
C  2.924  3.430  2.190  -0.840
C  2.433  2.586  1.237  0.148
C  3.067  2.486  -0.022  -0.157
N  2.583  1.634  -0.982  0.835
H  4.602  2.421  -3.544  0.612
H  5.627  3.895  -1.784  0.498
H  5.552  4.772  0.517  0.456
H  4.446  4.875  2.718  0.441
H  2.421  3.509  3.146  0.524
H  1.529  2.026  1.421  0.208
C  -4.527  3.267  4.168  -1.534
C  -3.758  2.819  2.960  0.915
C  -2.459  3.271  2.731  -0.956
C  -1.756  2.890  1.599  -0.525
C  -2.370  2.049  0.683  0.390
C  -3.672  1.595  0.873  -0.307
C  -4.348  1.973  2.019  -1.049
S  -1.529  1.584  -0.776  1.161
O  -2.162  2.185  -1.900  -0.647
O  -0.072  1.900  -0.558  -0.520
N  -1.339  -0.001  -0.868  1.221
C  -2.443  -0.860  -1.138  -0.600
C  -3.180  -0.758  -2.288  -0.109
C  -4.226  -1.666  -2.560  -1.165
C  -4.506  -2.679  -1.691  -0.819
C  -3.776  -2.800  -0.483  0.884
C  -4.041  -3.813  0.468  -0.943
C  -3.334  -3.845  1.634  -1.210
C  -2.368  -2.845  1.857  -0.261
N  -2.080  -1.900  0.996  -0.046
C  -2.757  -1.871  -0.184  -0.244
H  -3.863  3.582  4.972  0.389
H  -5.177  2.477  4.540  0.398
H  -5.161  4.118  3.912  0.316
H  -1.997  3.945  3.442  0.442
H  -0.751  3.249  1.424  0.495
H  -4.156  0.968  0.135  0.604
H  -5.360  1.624  2.178  0.459
H  -2.953  0.029  -2.996  0.631
H  -4.797  -1.554  -3.472  0.472
H  -5.297  -3.388  -1.901  0.482
H  -4.814  -4.544  0.263  0.511
H  -3.515  -4.597  2.389  0.476
H  -1.820  -2.828  2.795  0.463
C  -0.572  -1.933  -3.820  -1.439
C  -0.298  -2.665  -2.555  0.111
N  0.269  -2.198  -1.447  1.352
C  0.376  -3.266  -0.567  -0.711
C  -0.139  -4.373  -1.146  -1.066
N  -0.555  -3.973  -2.397  0.132
H  -0.725  -0.874  -3.637  0.052
H  -1.459  -2.338  -4.305  0.548
H  0.270  -2.032  -4.509  0.355
H  0.803  -3.152  0.414  0.531
H  -0.242  -5.384  -0.796  0.450
H  -0.973  -4.563  -3.099  0.263

Record 3
Below is a structure of composition C36H32BiClP2, with properties calculated with ωB97M-V with the def2-TZVPD basis set.

Properties
Charge ... +2
Maximum force ... 3.4 eV Å⁻¹
Gap between HOMO and LUMO (alpha / beta) ... 0.2116 / 0.2320 hartree
ΔE to the lowest compared entry with this formula, charge and spin ... 0.000 eV
DFT total energy ... -2747.92122 Ha
HOMO energy (alpha / beta) ... -13.462 / -14.000 eV
Molar mass ... 771.03 g/mol

Each line ends with the Mulliken charge.
Cartesian coordinates (Å):
Bi  0.040  -1.227  -0.320  0.828
Cl  0.034  1.137  1.018  -0.357
P  0.000  0.056  -2.459  1.028
C  -1.397  -0.795  -3.258  0.131
C  -1.198  -1.637  -4.359  -0.539
C  -2.307  -2.215  -4.971  -0.719
C  -3.583  -2.047  -4.421  -0.435
C  -3.771  -1.315  -3.242  -0.668
C  -2.669  -0.701  -2.642  -0.246
C  -0.178  1.809  -2.726  0.866
C  0.699  2.693  -2.067  -0.497
C  0.485  4.069  -2.152  -0.761
C  -0.558  4.572  -2.949  -0.430
C  -1.408  3.683  -3.628  -0.636
C  -1.241  2.306  -3.490  -0.181
C  1.592  -0.395  -3.204  0.764
C  2.635  -0.914  -2.413  -0.254
C  3.876  -1.157  -3.001  -0.786
C  4.068  -0.870  -4.355  -0.531
C  3.031  -0.339  -5.132  -0.775
C  1.787  -0.084  -4.556  -0.364
H  1.513  2.324  -1.446  0.432
H  1.097  4.773  -1.571  0.391
H  -0.745  5.656  -3.018  0.393
H  -2.254  4.058  -4.215  0.403
H  -1.953  1.611  -3.932  0.336
H  -0.177  -1.809  -4.702  0.482
H  -2.155  -2.816  -5.868  0.441
H  -4.438  -2.513  -4.910  0.407
H  -4.770  -1.232  -2.795  0.421
H  -2.791  -0.177  -1.685  0.467
H  2.518  -1.138  -1.340  -0.093
H  4.704  -1.557  -2.409  0.415
H  5.039  -1.041  -4.814  0.420
H  3.169  -0.094  -6.185  0.414
H  0.959  0.364  -5.114  0.497
H  -0.140  -5.989  -5.526  -0.029
H  0.632  -5.951  -5.489  0.029
C  -1.169  2.002  7.127  -0.530
C  -0.036  2.223  6.333  -0.618
C  0.212  1.480  5.174  -0.428
C  -0.668  0.448  4.778  0.524
C  -1.819  0.244  5.569  -0.039
C  -2.047  1.002  6.722  -0.603
P  -0.264  -0.468  3.240  0.392
C  1.269  -1.287  3.813  0.484
C  2.363  -1.295  2.921  -0.395
C  3.628  -1.727  3.319  -0.688
C  3.818  -2.143  4.640  -0.430
C  2.746  -2.160  5.543  -0.685
C  1.470  -1.744  5.136  -0.015
C  -1.658  -1.612  3.166  0.499
C  -1.653  -2.926  3.649  -0.322
C  -2.839  -3.656  3.662  -0.700
C  -4.023  -3.108  3.140  -0.406
C  -4.017  -1.833  2.544  -0.672
C  -2.838  -1.090  2.567  -0.342
H  -1.416  2.654  7.975  0.391
H  0.616  3.050  6.606  0.390
H  1.068  1.737  4.541  0.329
H  -2.592  -0.458  5.256  0.225
H  -2.982  0.882  7.270  0.399
H  2.189  -0.938  1.911  0.254
H  4.476  -1.684  2.630  0.393
H  4.824  -2.378  4.991  0.395
H  2.920  -2.440  6.593  0.383
H  0.657  -1.747  5.873  0.442
H  -0.742  -3.392  4.013  0.467
H  -2.873  -4.674  4.092  0.397
H  -4.973  -3.661  3.205  0.403
H  -4.951  -1.402  2.113  0.406
H  -2.845  -0.102  2.118  0.434

Record 4
Below is a structure of composition C36H32ClP2Sc, with properties calculated with ωB97M-V with the def2-TZVPD basis set.

Properties
Charge ... +2
Maximum force ... 2.5 eV Å⁻¹
Gap between HOMO and LUMO ... 0.2495 hartree
ΔE to the lowest compared entry with this formula, charge and spin ... 0.282 eV
DFT total energy ... -3294.10453 Ha
HOMO energy ... -13.938 eV
Molar mass ... 607.01 g/mol

Each line ends with the Mulliken charge.
Cartesian coordinates (Å):
Sc  -0.712  -0.022  -0.620  -1.087
Cl  -0.598  -0.695  -2.802  -0.291
P  1.222  1.583  -0.770  1.625
C  2.466  1.568  0.548  0.639
C  2.800  2.793  1.130  -0.966
C  3.911  2.877  1.966  -0.791
C  4.706  1.737  2.167  -0.534
C  4.328  0.481  1.647  -0.614
C  3.173  0.392  0.872  -0.183
C  2.181  1.479  -2.337  0.286
C  1.548  1.674  -3.565  -0.182
C  2.229  1.544  -4.758  -0.805
C  3.611  1.297  -4.728  -0.517
C  4.250  1.048  -3.505  -0.666
C  3.530  1.129  -2.310  -0.167
C  0.580  3.298  -0.885  0.165
C  -0.721  3.634  -0.473  -0.332
C  -1.198  4.934  -0.690  -0.738
C  -0.365  5.901  -1.285  -0.564
C  0.938  5.565  -1.667  -0.827
C  1.415  4.273  -1.446  0.042
H  0.475  1.919  -3.557  0.419
H  1.680  1.656  -5.703  0.420
H  4.179  1.321  -5.659  0.414
H  5.316  0.795  -3.466  0.426
H  4.037  0.958  -1.357  0.317
H  2.190  3.667  0.874  0.784
H  4.153  3.841  2.417  0.447
H  5.639  1.828  2.733  0.397
H  4.940  -0.408  1.826  0.456
H  2.832  -0.573  0.456  0.471
H  -1.344  2.892  0.047  0.145
H  -2.204  5.194  -0.343  0.433
H  -0.730  6.921  -1.415  0.420
H  1.605  6.310  -2.108  0.434
H  2.429  4.003  -1.722  0.593
H  0.993  3.483  2.837  0.112
H  0.386  3.814  2.509  -0.089
C  -3.300  -5.981  -1.144  -0.426
C  -3.514  -4.799  -1.879  -0.745
C  -2.828  -3.647  -1.500  -0.123
C  -2.013  -3.695  -0.354  0.176
C  -1.794  -4.873  0.367  -0.032
C  -2.472  -6.023  -0.012  -0.785
P  -1.290  -2.199  0.338  1.377
C  -2.726  -1.121  0.843  0.243
C  -2.800  0.266  0.420  -0.216
C  -4.071  0.754  0.074  -0.552
C  -5.232  0.134  0.527  -0.635
C  -5.156  -1.147  1.125  -0.708
C  -3.921  -1.800  1.160  0.006
C  -0.519  -2.511  1.943  0.334
C  -1.262  -2.421  3.108  -0.092
C  -0.699  -2.879  4.297  -0.839
C  0.636  -3.314  4.314  -0.473
C  1.401  -3.339  3.137  -0.831
C  0.818  -2.925  1.950  -0.152
H  -3.765  -6.901  -1.485  0.401
H  -4.189  -4.785  -2.746  0.418
H  -2.905  -2.713  -2.068  0.314
H  -1.109  -4.863  1.214  0.372
H  -2.325  -6.942  0.563  0.429
H  -1.928  1.075  0.496  0.353
H  -4.094  1.645  -0.547  0.503
H  -6.203  0.593  0.425  0.452
H  -6.040  -1.655  1.542  0.440
H  -3.862  -2.879  1.370  0.518
H  -2.286  -2.035  3.061  0.351
H  -1.305  -2.871  5.201  0.441
H  1.084  -3.630  5.256  0.427
H  2.442  -3.675  3.145  0.459
H  1.357  -2.954  0.998  0.503